No. 1
A molecular structure, C26H25N2O2PtS2 in a non-equilibrium geometry, computed with the ωB97M-V functional and the def2-TZVPD basis.

Each line ends with the natural charge from an NBO analysis.
CARTESIAN COORDINATES (ANGSTROEM)
Pt: 0.37160 -1.41783 -0.00800  0.88
S: 2.75396 -1.96281 -0.55785  -0.07
C: 3.16395 -2.26285 1.12797  -0.15
C: 4.51523 -2.13580 1.47744  -0.23
C: 4.88749 -1.97912 2.80818  -0.21
C: 3.92398 -2.01188 3.81686  -0.22
C: 2.57610 -2.22382 3.51466  -0.23
C: 2.17215 -2.43004 2.19153  -0.22
S: 0.51494 -2.89137 2.03866  0.10
H: 5.24513 -2.03817 0.67594  0.22
H: 5.94730 -1.82407 3.00635  0.21
H: 4.18467 -1.76402 4.86475  0.21
H: 1.79532 -2.20298 4.28630  0.23
O: -2.25743 0.77438 0.27049  -0.71
C: -2.48647 -0.41416 0.09323  0.58
N: -1.57479 -1.40447 0.02472  -0.64
C: -2.10135 -2.69818 -0.20672  0.55
O: -1.38408 -3.67827 -0.26164  -0.70
C: -3.53096 -2.48404 -0.37495  -0.22
C: -4.54085 -3.42835 -0.61461  -0.19
C: -5.81467 -2.93945 -0.52227  -0.27
C: -6.10426 -1.57334 -0.33229  -0.30
C: -5.08908 -0.63089 -0.19074  -0.19
C: -3.79356 -1.11656 -0.12742  -0.13
H: -4.24150 -4.47589 -0.75854  0.21
H: -6.62992 -3.64057 -0.67604  0.18
H: -7.15372 -1.28731 -0.26227  0.19
H: -5.32260 0.44397 -0.15663  0.21
C: 0.74176 1.31414 2.67253  -0.62
C: 1.63097 1.91452 1.53508  -0.23
C: 2.92715 1.11609 1.27556  -0.61
C: 0.85645 2.41764 0.31639  0.02
C: 0.53940 3.76068 0.33197  -0.22
C: 0.05690 4.42984 -0.77437  -0.18
C: -0.14459 3.68433 -1.94355  -0.23
C: 0.03940 2.32545 -2.00767  0.04
C: -0.10544 1.65021 -3.36817  -0.24
C: 1.16792 0.99510 -3.88670  -0.60
C: -1.32264 0.73719 -3.42516  -0.61
C: 0.45849 1.58657 -0.80308  0.15
N: 0.46165 0.26920 -0.81775  -0.34
H: 0.89992 0.22840 2.77219  0.21
H: -0.31317 1.47003 2.40383  0.24
H: 0.94917 1.79692 3.64454  0.20
H: 2.00497 2.86117 1.98677  0.19
H: 2.80162 0.39542 0.48437  0.22
H: 3.25023 0.56999 2.18650  0.21
H: 3.70330 1.80836 0.99586  0.20
H: 0.71831 4.32352 1.26021  0.21
H: -0.11357 5.49939 -0.76544  0.21
H: -0.47147 4.15572 -2.89997  0.21
H: -0.28662 2.44625 -4.10696  0.19
H: 1.44472 0.17019 -3.21666  0.22
H: 1.98202 1.69130 -3.93582  0.20
H: 1.00545 0.53872 -4.87292  0.20
H: -1.10963 -0.20189 -2.88607  0.23
H: -1.63355 0.55416 -4.43076  0.20
H: -2.16571 1.18925 -2.87183  0.23

Atomic forces in eV per Å
Pt 1.5 -1.2 0.0
S -1.0 -0.3 1.9
C -0.8 0.3 -0.8
C 0.2 0.2 0.9
C 0.4 -0.4 -1.1
C -1.1 0.5 1.1
C 1.5 0.0 0.8
C -0.2 -0.2 -0.3
S 0.6 1.1 -2.0
H -0.1 0.0 0.2
H -0.3 0.0 0.2
H 0.0 -0.3 -0.8
H 0.5 -0.1 -0.3
O 0.3 1.4 0.3
C -2.2 -1.0 -0.5
N 0.5 -0.9 0.5
C -2.3 2.4 -0.3
O 1.3 -2.0 -0.2
C 1.5 -0.9 0.5
C 0.6 0.4 0.5
C -0.5 -1.0 -0.5
C -0.2 0.6 0.1
C -0.7 0.0 0.0
C 1.0 1.1 -0.3
H -0.5 0.5 0.0
H -0.2 0.1 0.1
H 0.2 0.1 -0.2
H 0.2 -0.5 0.3
C -0.3 -0.3 -0.6
C 0.2 0.7 1.3
C -0.7 -0.1 0.4
C 0.3 -1.2 0.5
C 0.2 0.6 0.4
C -0.3 -0.4 -0.5
C -0.3 0.4 -0.9
C 0.6 -0.7 0.0
C -0.3 0.6 -0.4
C -0.4 -1.3 0.5
C -0.1 -0.2 1.7
C -0.1 0.9 -0.7
N 0.1 0.9 -0.1
H -0.1 0.3 0.0
H 0.2 -0.1 0.3
H 0.0 -0.2 -0.4
H -0.2 -0.4 -0.3
H 0.0 -0.2 -0.2
H -0.2 0.4 -0.4
H 0.5 0.2 -0.2
H 0.1 -0.3 -0.5
H -0.1 -0.1 0.1
H 0.3 -0.1 1.0
H -0.2 0.2 0.4
H 0.1 0.1 -0.1
H 0.5 0.4 -0.1
H 0.0 0.3 0.1
H -0.1 0.2 -0.4
H -0.1 -0.3 -0.7
H 0.3 -0.1 -0.3

Computed properties:
HOMO level (spin up / spin down) = -0.0451 / -0.1763 hartree
net charge = -1
DFT total energy = -59358.816 eV
spin multiplicity = 5
⟨S²⟩ = 6.107

=====

No. 2
C26H25N3O4S in the gas phase in a non-equilibrium geometry, computed with the ωB97M-V functional and the def2-TZVPD basis.

Each line ends with the natural charge from an NBO analysis.
CARTESIAN COORDINATES (ANGSTROEM)
C: -5.06572 -1.31534 -2.63557  -0.62
H: -4.72184 -2.03873 -1.90080  0.21
H: -4.27208 -0.59940 -2.82933  0.22
H: -5.29200 -1.83623 -3.56282  0.21
C: -6.30846 -0.57882 -2.14363  -0.21
N: -6.13972 -0.00212 -0.82873  -0.71
S: -5.41715 1.46807 -0.63908  2.34
O: -6.28416 2.35513 0.08759  -0.94
O: -4.92352 1.88500 -1.91668  -0.94
C: -4.03794 1.08627 0.44912  -0.35
C: -3.03965 0.24165 0.02093  -0.15
C: -1.97756 -0.08162 0.86436  -0.12
C: -1.93007 0.43994 2.16506  0.05
C: -2.95695 1.28935 2.56851  -0.23
C: -4.00177 1.61889 1.72383  -0.15
H: -4.79561 2.28081 2.03198  0.25
H: -2.93487 1.69807 3.56811  0.22
C: -0.83868 0.10610 3.13201  -0.64
H: 0.08209 0.61290 2.84817  0.24
H: -0.63470 -0.96216 3.14261  0.23
H: -1.11220 0.42224 4.13563  0.22
C: -0.97293 -1.01691 0.28410  0.78
O: -1.24944 -1.83043 -0.56036  -0.58
O: 0.25776 -0.81081 0.77507  -0.52
C: 1.35076 -1.56242 0.36476  0.36
C: 2.55854 -0.88699 0.29212  -0.24
C: 3.72313 -1.56693 -0.05173  -0.07
C: 3.65248 -2.92945 -0.33922  -0.19
C: 2.44232 -3.59202 -0.26195  -0.20
C: 1.28448 -2.92354 0.09986  -0.25
H: 0.34636 -3.44995 0.16148  0.24
H: 2.39392 -4.64707 -0.48502  0.22
H: 4.53543 -3.46939 -0.64411  0.21
C: 4.98358 -0.81922 -0.11354  0.16
N: 4.90639 0.48239 -0.28975  -0.40
C: 6.05132 1.18478 -0.36266  0.19
C: 6.00877 2.58034 -0.55937  -0.20
C: 7.17526 3.28682 -0.65059  -0.20
C: 8.42047 2.64124 -0.54992  -0.20
C: 8.49564 1.28990 -0.35375  -0.19
C: 7.31239 0.53443 -0.25258  0.08
N: 7.37307 -0.79796 -0.03613  -0.35
C: 6.24899 -1.45036 0.03319  0.02
H: 6.32717 -2.50977 0.23699  0.20
H: 9.43995 0.77468 -0.27163  0.23
H: 9.32378 3.22794 -0.62893  0.22
H: 7.14966 4.35568 -0.80407  0.22
H: 5.04383 3.05628 -0.63884  0.22
H: 2.60177 0.16980 0.50058  0.25
H: -3.06891 -0.17246 -0.97364  0.25
C: -6.79955 -0.55823 0.32264  -0.21
C: -6.07590 -1.77812 0.89077  -0.62
H: -6.07636 -2.59048 0.16878  0.20
H: -6.57832 -2.11664 1.79332  0.21
H: -5.04553 -1.52960 1.13343  0.21
H: -7.83170 -0.82652 0.06617  0.19
H: -6.83441 0.24038 1.06662  0.22
H: -6.53834 0.23224 -2.83986  0.22
H: -7.16405 -1.25854 -2.10487  0.20

Atomic forces in eV per Å
C -0.3 0.1 0.0
H 0.1 -0.1 0.1
H 0.1 0.0 0.0
H 0.1 -0.1 -0.1
C 0.4 0.0 -0.6
N 0.4 1.1 0.0
S -0.2 -0.3 0.2
O 0.2 -0.2 0.1
O 0.1 -0.3 -0.2
C -0.5 0.3 -0.2
C 0.3 -0.1 0.0
C -0.3 0.2 -0.1
C -0.1 0.0 -0.1
C 0.0 -0.1 -0.1
C -0.1 0.1 0.0
H -0.1 0.1 0.1
H 0.0 0.0 0.1
C 0.1 0.0 0.1
H 0.1 0.0 0.1
H 0.1 0.0 0.1
H 0.0 0.0 0.0
C -0.5 -0.3 -0.5
O 0.1 0.2 0.2
O 0.3 0.2 0.2
C 0.4 -0.3 -0.2
C -0.3 -0.1 0.0
C -0.5 -0.3 0.0
C 0.1 0.2 0.0
C 0.0 0.0 0.1
C -0.2 0.0 0.1
H 0.0 0.0 0.0
H 0.0 -0.1 0.0
H 0.1 -0.1 0.0
C 0.3 0.7 -0.1
N -0.3 -0.4 0.0
C 0.7 -0.2 0.0
C 0.2 0.1 0.0
C -0.3 0.0 0.0
C 0.2 -0.2 0.0
C 0.0 0.2 0.0
C -0.5 0.3 0.0
N 0.2 -0.3 0.0
C 0.1 0.0 0.0
H -0.1 -0.1 0.0
H 0.1 -0.1 0.0
H 0.1 0.0 0.0
H 0.0 0.1 0.0
H -0.1 0.0 0.0
H 0.0 0.1 0.0
H 0.0 -0.1 -0.1
C 0.0 -0.3 0.6
C -0.2 0.2 -0.1
H 0.0 -0.1 -0.1
H 0.0 -0.1 0.1
H 0.1 0.0 0.0
H 0.1 0.2 0.0
H -0.2 -0.2 0.1
H -0.1 -0.2 -0.1
H 0.0 0.1 0.1

Computed properties:
HOMO level = -0.3252 hartree
net charge = 0
structure (SMILES) = CCN(CC)S(=O)(=O)c1ccc(C)c(C(=O)Oc2cccc(-c3cnc4ccccc4n3)c2)c1
energy above the lowest of the compared OMol25 structures with the same formula, charge and spin = 1.590 eV
DFT total energy = -50863.630 eV

=====

No. 3
A molecular structure, C26H25N9O5PS4W in a non-equilibrium geometry, computed with the ωB97M-V functional and the def2-TZVPD basis.

Each line ends with the Löwdin charge.
CARTESIAN COORDINATES (ANGSTROEM)
W: 0.21163 -0.29753 -0.50488  1.52
S: 2.44978 0.18361 -1.42697  0.74
C: 2.42059 1.85256 -1.89546  -0.88
S: 1.12359 2.87016 -1.28785  1.04
C: 3.38228 2.43752 -2.65830  -0.36
C: 3.29358 3.83338 -2.96298  -0.23
N: 3.19389 4.96469 -3.14185  0.20
C: 4.48844 1.67574 -3.14880  -0.22
N: 5.37532 1.06393 -3.54733  0.19
O: -2.32950 -2.55002 2.51352  0.07
C: -3.47585 -2.55745 1.79815  -0.25
C: -4.58043 -3.14760 2.41131  0.00
C: -5.78865 -3.21308 1.75411  -0.06
C: -5.92823 -2.69429 0.46616  -0.07
C: -4.84450 -2.10785 -0.14190  -0.02
C: -3.60233 -2.02092 0.50666  -0.08
C: -2.48833 -1.36895 -0.19077  -0.36
O: -1.32153 -1.27223 0.43992  -0.22
N: -2.64222 -0.91753 -1.38872  0.07
N: -1.46479 -0.36330 -1.88343  -0.26
C: -1.57755 0.07990 -3.09717  -0.91
S: -0.24992 0.80648 -3.95395  0.97
C: -1.05751 0.70159 -5.57623  -0.47
C: -2.53966 0.92345 -5.36362  -0.49
S: -3.07630 -0.07864 -3.94752  1.02
H: -1.63259 -2.16724 1.95944  0.06
H: -4.45338 -3.55119 3.40618  0.13
H: -6.63514 -3.67592 2.24409  0.11
H: -6.87810 -2.75050 -0.04599  0.11
H: -4.93002 -1.69253 -1.13623  0.11
H: -0.85171 -0.27680 -6.00834  0.09
H: -0.61709 1.47230 -6.20677  0.09
H: -3.11802 0.60211 -6.22865  0.09
H: -2.76297 1.96848 -5.15305  0.09
O: 2.66348 -3.21901 1.03714  0.17
C: 1.88055 -2.63075 0.35445  -0.52
O: 1.37976 -1.43210 0.65678  -0.38
C: 1.37003 -3.12851 -0.96122  -0.18
C: 1.70848 -4.37817 -1.42355  0.05
C: 1.14973 -4.81811 -2.61325  0.01
C: 0.27216 -3.97233 -3.26886  0.00
C: -0.01020 -2.72531 -2.73865  -0.07
N: 0.53385 -2.28662 -1.59529  0.00
H: 2.39112 -4.97157 -0.83171  0.14
H: 1.38692 -5.79445 -3.01217  0.13
H: -0.20857 -4.26165 -4.19208  0.12
H: -0.69580 -2.08008 -3.25944  0.09
C: 1.83731 0.31535 4.60185  -0.16
N: 2.61477 1.17681 3.71092  -0.14
C: 2.14642 2.55326 3.85007  -0.17
N: 0.71080 2.70564 3.60940  -0.14
C: -0.01712 1.80806 4.50639  -0.17
N: 0.39207 0.40959 4.38693  -0.13
C: -0.00212 -0.15425 3.10370  -0.27
P: 0.82488 0.76010 1.73193  1.02
C: 2.56958 0.71647 2.32903  -0.26
C: 0.36701 2.48722 2.20755  -0.28
H: 2.04584 0.61617 5.62900  0.14
H: 2.15556 -0.71979 4.47149  0.14
H: 2.69941 3.19561 3.16285  0.13
H: 2.35289 2.87995 4.86970  0.14
H: -1.08729 1.88919 4.30972  0.13
H: 0.17226 2.13092 5.53045  0.14
H: -1.08579 -0.09161 2.98275  0.10
H: 0.28855 -1.20589 3.05326  0.10
H: 3.18786 1.35740 1.69616  0.10
H: 2.94886 -0.30219 2.25146  0.10
H: -0.70147 2.64297 2.05209  0.10
H: 0.90758 3.20441 1.58894  0.07
O: -0.92677 1.46867 -0.26933  -0.30
N: 0.11506 1.54539 -1.08143  -0.76

Atomic forces in eV per Å
W -0.3 1.8 -0.5
S -0.2 0.0 -0.1
C -0.1 0.2 0.1
S 0.2 0.0 -0.1
C 0.0 0.0 -0.1
C 0.2 -0.2 0.1
N -0.1 0.0 0.0
C 0.0 0.2 0.0
N 0.0 -0.1 0.0
O 0.1 0.0 0.0
C 0.0 0.0 0.0
C 0.0 0.0 0.0
C 0.0 0.0 0.0
C 0.0 0.0 0.0
C 0.0 0.0 0.0
C 0.0 0.0 0.0
C -0.2 -0.2 0.2
O 0.3 0.1 -0.1
N 0.1 -0.1 -0.1
N 0.0 -0.3 0.0
C 0.0 0.2 0.1
S 0.0 0.0 0.0
C 0.0 0.0 0.0
C 0.0 0.0 0.0
S 0.0 0.0 0.0
H 0.0 0.0 0.0
H 0.0 0.0 0.0
H 0.0 0.0 0.0
H 0.0 0.0 0.0
H 0.0 0.0 0.0
H 0.0 0.0 0.0
H 0.0 0.0 0.0
H 0.0 0.0 0.0
H 0.0 0.0 0.0
O -0.1 0.0 0.1
C 0.3 0.1 -0.2
O -0.1 -0.5 0.1
C -0.2 0.1 0.2
C 0.0 -0.1 0.0
C 0.0 0.1 0.0
C 0.0 0.0 0.0
C 0.0 0.0 -0.1
N 0.1 -0.3 0.0
H 0.0 0.0 0.0
H 0.0 0.0 0.0
H 0.0 0.0 0.0
H 0.0 0.1 0.1
C 0.0 0.0 0.0
N 0.0 0.0 0.0
C 0.0 0.0 0.0
N 0.0 -0.1 0.0
C 0.0 0.0 0.0
N 0.0 0.0 0.0
C 0.0 0.0 0.0
P -0.1 0.0 0.0
C 0.1 0.0 -0.1
C -0.1 0.0 0.0
H 0.0 0.0 0.0
H 0.0 0.0 0.0
H 0.0 0.0 0.0
H 0.0 0.0 0.0
H 0.0 0.0 0.0
H 0.0 0.0 0.0
H 0.0 0.0 0.0
H 0.0 0.0 0.0
H 0.0 0.0 0.0
H 0.0 0.0 0.0
H 0.0 0.0 0.0
H 0.0 0.0 0.0
O -0.3 0.0 0.2
N 0.5 -1.2 0.3

Computed properties:
HOMO level (spin up / spin down) = -0.4034 / -0.4034 hartree
net charge = +1
energy above the lowest of the compared OMol25 structures with the same formula, charge and spin = 0.411 eV
DFT total energy = -105465.341 eV

=====

No. 4
A molecular structure, C26H26F5MgN7OSSi in a non-equilibrium geometry, computed with the ωB97M-V functional and the def2-TZVPD basis.

Each line ends with the Löwdin charge.
CARTESIAN COORDINATES (ANGSTROEM)
Mg: -0.12223 0.06368 0.03313  0.51
C: -2.83749 -0.14723 2.15280  -0.17
Si: -1.23856 0.01376 3.13984  0.40
C: -1.11329 -1.46534 4.31953  -0.17
C: -1.45605 1.58629 4.20475  -0.18
N: 0.06547 0.13637 2.03447  -0.10
C: 1.36980 0.26095 2.40172  -0.30
C: 1.84255 0.36332 3.72942  -0.04
C: 3.18143 0.52578 4.03773  -0.12
C: 4.13236 0.61922 3.03339  -0.12
C: 3.71246 0.52296 1.71188  -0.03
C: 2.38134 0.32240 1.41067  -0.18
O: 1.93227 0.24939 0.07888  -0.08
C: 2.83777 -0.13487 -0.89345  -0.28
C: 3.05510 0.71424 -1.96894  0.00
C: 3.90112 0.32310 -2.99503  -0.08
C: 4.54899 -0.90153 -2.93783  -0.10
C: 4.34031 -1.73946 -1.85051  -0.07
C: 3.48733 -1.35967 -0.82784  -0.01
H: -3.70477 -0.14996 2.81768  0.03
H: -2.84637 -1.07465 1.57679  0.02
H: -2.95461 0.68347 1.45173  0.01
H: -2.02799 -1.59054 4.90592  0.02
H: -0.28069 -1.36797 5.01966  0.01
H: -0.94559 -2.37014 3.73142  0.01
H: -2.33365 1.49284 4.85033  0.02
H: -1.59904 2.46926 3.57594  0.01
H: -0.59227 1.77625 4.84598  0.01
H: 1.11991 0.31439 4.53218  0.07
H: 3.48505 0.59310 5.07632  0.09
H: 5.17816 0.77376 3.26341  0.09
H: 4.43331 0.60874 0.90844  0.12
H: 2.54824 1.67007 -1.99960  0.12
H: 4.05188 0.98313 -3.83999  0.10
H: 5.21128 -1.20453 -3.73918  0.09
H: 4.83692 -2.69991 -1.80184  0.10
H: 3.30535 -2.01219 0.01602  0.13
N: 0.38958 -2.00098 -2.70144  0.21
C: 0.16569 -0.71760 -3.03865  -0.47
N: 0.06343 -0.43974 -4.33917  0.16
C: -0.13875 0.85782 -4.61216  -0.48
N: -0.24148 1.17842 -5.93634  0.13
N: -0.26278 1.83982 -3.73799  0.16
C: -0.14870 1.47964 -2.44096  -0.37
N: 0.11033 0.18559 -2.05008  0.04
C: -0.15648 2.52648 -1.44732  -0.25
C: -0.24446 3.88539 -1.81538  -0.02
C: -0.17670 4.85045 -0.84014  -0.09
C: -0.01207 4.46488 0.49508  -0.07
C: 0.06390 3.11194 0.77785  -0.11
N: -0.01092 2.16805 -0.14908  0.04
H: 0.23156 -2.70598 -3.39704  0.11
H: 0.29832 -2.25585 -1.73110  0.06
H: 0.12676 0.49838 -6.57787  0.08
H: -0.13866 2.15001 -6.16721  0.09
H: -0.35021 4.13117 -2.86101  0.10
H: -0.24051 5.90017 -1.09889  0.10
H: 0.05271 5.19735 1.28723  0.09
H: 0.19439 2.75593 1.79444  0.10
S: -3.21706 -0.02352 -2.14466  0.71
C: -2.12618 0.52581 -1.18479  -0.54
F: -1.14077 -2.00794 0.03772  -0.14
C: -0.31925 -2.87852 0.87864  -0.17
F: 0.96615 -2.42308 0.45850  -0.08
C: -0.44574 -4.21930 0.19693  -0.60
F: 0.24599 -5.15094 0.88400  0.11
F: 0.00962 -4.33659 -1.10282  0.07
F: -1.73508 -4.61042 0.15671  0.11

Atomic forces in eV per Å
Mg -0.6 -0.3 0.2
C 0.2 0.0 0.0
Si -0.3 -0.1 0.3
C 0.0 0.2 -0.1
C 0.1 -0.2 -0.1
N 0.0 -0.1 0.3
C -0.1 0.0 0.0
C 0.0 0.0 0.0
C 0.1 0.1 0.0
C 0.0 0.0 0.1
C 0.0 0.0 -0.2
C 0.3 0.2 0.3
O 0.6 -0.2 0.3
C 0.4 -0.1 -0.4
C -0.1 0.1 0.2
C 0.0 0.0 0.0
C 0.0 0.0 0.0
C 0.0 0.1 -0.1
C -0.2 -0.1 0.2
H 0.0 0.0 0.0
H 0.0 0.0 0.0
H 0.0 0.0 0.0
H 0.0 0.0 0.0
H 0.0 0.0 0.0
H 0.0 0.0 -0.1
H 0.0 0.0 0.0
H 0.0 0.0 0.0
H 0.0 0.0 0.0
H 0.0 0.0 0.0
H 0.0 0.0 0.0
H 0.0 0.0 0.0
H 0.0 0.0 0.0
H 0.0 0.0 0.0
H 0.0 0.0 0.0
H 0.0 0.0 0.0
H 0.0 0.0 0.0
H 0.0 0.0 0.0
N -0.1 0.3 0.2
C 0.2 0.1 -0.1
N -0.1 0.0 -0.2
C 0.0 -0.1 0.3
N 0.0 0.0 -0.1
N 0.0 0.1 -0.1
C 0.2 -0.1 -0.2
N 0.0 0.1 -0.3
C 0.0 0.1 -0.1
C 0.0 0.1 -0.1
C 0.0 -0.2 0.1
C 0.0 0.1 0.0
C 0.0 0.1 0.1
N 0.0 0.3 -0.3
H 0.0 0.0 0.0
H 0.1 -0.2 -0.1
H 0.0 0.0 0.0
H 0.0 0.0 0.0
H 0.0 0.0 0.0
H 0.0 0.0 0.0
H 0.0 0.0 0.0
H 0.0 0.0 0.0
S 0.4 0.4 0.3
C -1.1 -0.5 -0.3
F 0.1 0.3 -0.3
C 0.1 0.0 0.4
F 0.1 0.0 -0.1
C -0.1 -0.4 -0.2
F 0.0 0.1 -0.1
F -0.1 0.1 0.2
F 0.1 0.0 0.0

Computed properties:
HOMO level (spin up / spin down) = -0.1054 / -0.1572 hartree
net charge = -1
DFT total energy = -77612.522 eV
spin multiplicity = 2
⟨S²⟩ = 0.764